C12H30AlF3N4O11PS2 as an isolated structure, computed with wB97M-V/def2-TZVPD.

Values from the calculation:
net charge	+1
HOMO	-12.48	eV
largest force on an atom	8.37	eV Å⁻¹
HOMO-LUMO gap	3.060	eV
relative energy (zero: lowest compared OMol25 entry of this formula, charge and spin)	215.2	kJ/mol

Atoms and positions in Å:
Al -10.267 7.213 25.889
N -8.041 8.638 26.684
S -7.196 9.677 25.940
O -5.830 9.290 25.612
O -7.614 11.036 26.143
F -7.905 9.379 24.495
S -7.122 8.622 28.135
O -7.383 9.794 28.926
O -5.884 7.904 28.199
F -8.162 7.611 28.847
F -12.930 6.542 26.495
O -10.319 4.745 24.400
P -10.725 3.402 23.899
N -9.345 2.467 23.370
C -8.788 2.736 22.042
C -8.336 2.146 24.399
N -11.776 3.395 22.587
C -11.737 4.509 21.641
C -12.399 2.159 22.141
N -11.395 2.423 25.064
C -11.386 0.964 25.073
C -12.095 3.053 26.190
H -8.001 2.021 21.818
H -8.456 3.770 21.911
H -9.559 2.663 21.272
H -8.719 1.307 24.982
H -8.283 2.970 25.115
H -7.378 1.920 23.942
H -11.173 4.200 20.756
H -12.738 4.857 21.388
H -11.153 5.367 21.973
H -12.528 2.206 21.054
H -11.678 1.341 22.171
H -13.430 1.966 22.437
H -12.285 0.562 25.539
H -11.456 0.633 24.038
H -10.540 0.511 25.592
H -11.410 3.507 26.910
H -12.710 2.302 26.676
H -12.719 3.876 25.835
C -8.067 1.927 27.961
O -8.902 2.991 27.506
C -9.021 4.114 28.220
O -9.502 5.139 27.790
O -8.437 3.964 29.406
C -8.249 5.156 30.197
H -8.371 1.480 28.905
H -7.015 2.202 28.055
H -8.098 1.256 27.106
H -7.340 5.608 29.804
H -7.984 4.878 31.215
H -9.130 5.788 30.155
C -14.322 5.843 23.809
O -14.133 6.884 22.842
C -13.086 7.673 22.996
O -12.114 7.438 23.691
O -13.236 8.693 22.180
C -12.234 9.716 22.114
H -13.442 5.252 24.061
H -15.102 5.175 23.449
H -14.698 6.263 24.743
H -11.371 9.408 21.528
H -11.979 9.902 23.159
H -12.646 10.658 21.764

A 2-piece molecular cluster, C3H10N3 overall, computed with wB97M-V/def2-TZVPD.

Values from the calculation:
net charge	+1
HOMO	-12.93	eV
largest force on an atom	0.66	eV Å⁻¹
HOMO-LUMO gap	9.392	eV
relative energy (zero: lowest compared OMol25 entry of this formula, charge and spin)	242.2	kJ/mol

Atoms and positions in Å:
C 0.250 -0.302 1.836
C -0.497 -0.080 0.753
N -1.232 -0.999 0.092
N 0.862 0.841 2.529
H 0.472 -1.260 2.273
H -0.551 0.936 0.360
H -1.311 -0.904 -0.923
H -1.031 -1.954 0.359
H 1.886 0.801 2.534
H 0.564 0.959 3.502
H 0.611 1.710 2.050
C 0.366 0.106 -2.961
N -0.783 -0.396 -2.835
H 1.130 -0.153 -2.231
H 0.689 0.739 -3.790
H -1.424 -0.046 -3.546

A 2-piece molecular cluster, C5H6F3NO overall, computed with wB97M-V/def2-TZVPD.

Values from the calculation:
HOMO	-8.84	eV
largest force on an atom	4.25	eV Å⁻¹
HOMO-LUMO gap	9.547	eV
relative energy (zero: lowest compared OMol25 entry of this formula, charge and spin)	289.6	kJ/mol

Atoms and positions in Å:
N 1.605 -2.062 -0.393
C 1.593 -0.645 -0.294
O 2.757 -0.243 -0.966
C 0.791 0.043 0.509
F -0.264 -0.775 0.898
C 0.597 1.415 1.022
F 1.698 1.852 1.846
F 0.611 2.277 -0.006
H 0.874 -2.602 -0.006
H 1.988 -2.495 -1.259
H 3.083 0.640 -0.770
H -0.228 1.526 1.665
C -2.256 1.722 -1.997
C -1.244 1.332 -2.560
H -3.209 2.067 -1.626
H -0.377 0.991 -2.995